No. 1
{"formula": "C28H38IN4O2PPd", "method": "ωB97M-V with the def2-TZVPD basis set", "charge": 0, "orbital_gap_ev": [6.21, 6.01], "species": ["Pd", "C", "C", "C", "P", "C", "C", "C", "C", "C", "C", "C", "C", "C", "C", "N", "C", "C", "C", "C", "C", "C", "C", "C", "C", "H", "H", "H", "H", "H", "H", "H", "H", "H", "H", "H", "H", "H", "H", "H", "H", "H", "H", "H", "H", "H", "H", "H", "H", "H", "H", "H", "H", "H", "H", "H", "N", "N", "C", "O", "O", "H", "H", "H", "I", "C", "C", "C", "C", "C", "N", "H", "H", "H", "H"], "positions_angstrom": [[-1.0562, 0.3615, 1.1161], [-2.6650, 3.0923, -2.4884], [-2.5118, 1.7980, -1.6867], [-2.7527, 0.5989, -2.6036], [-0.9082, 1.6126, -0.7625], [-0.3497, 3.3433, -0.4497], [-1.2392, 3.9836, 0.6128], [1.1208, 3.4241, -0.0621], [0.2741, 0.7869, -1.8067], [0.5834, 1.2128, -3.1045], [1.5470, 0.5901, -3.8662], [1.8887, 1.0405, -5.2572], [2.2141, -0.5003, -3.2765], [1.9399, -0.9385, -2.0076], [0.9393, -0.3120, -1.2117], [0.6060, -0.7320, 0.0309], [1.5916, -1.3979, 0.7881], [2.8553, -0.8210, 1.0128], [3.2489, 0.5019, 0.4152], [3.7874, -1.4782, 1.8118], [3.5170, -2.6971, 2.4066], [4.5139, -3.3772, 3.3013], [2.2694, -3.2654, 2.1672], [1.3138, -2.6484, 1.3759], [0.0114, -3.3389, 1.1255], [-3.6324, 3.0833, -2.9938], [-1.8989, 3.1814, -3.2611], [-2.6291, 3.9889, -1.8701], [-3.2701, 1.7907, -0.8974], [-2.0217, 0.5715, -3.4112], [-3.7473, 0.6783, -3.0469], [-2.6941, -0.3460, -2.0681], [-0.4731, 3.8800, -1.3961], [-1.1561, 3.4418, 1.5588], [-2.2937, 3.9832, 0.3322], [-0.9343, 5.0179, 0.7826], [1.3148, 2.8876, 0.8666], [1.4064, 4.4667, 0.0913], [1.7647, 3.0004, -0.8330], [0.0578, 2.0673, -3.5224], [1.3044, 1.9169, -5.5398], [1.6900, 0.2593, -5.9945], [2.9448, 1.3053, -5.3438], [2.9759, -1.0173, -3.8517], [2.4777, -1.7830, -1.5959], [2.3774, 1.1105, 0.1848], [3.7917, 0.3739, -0.5248], [3.8954, 1.0556, 1.0988], [4.7529, -1.0086, 1.9728], [5.5155, -2.9694, 3.1637], [4.5548, -4.4490, 3.1025], [4.2445, -3.2506, 4.3523], [2.0299, -4.2254, 2.6122], [-0.0209, -4.2911, 1.6557], [-0.1237, -3.5336, 0.0589], [-0.8170, -2.7283, 1.4793], [0.5977, 1.0383, 2.7049], [0.2365, 0.3725, 3.8911], [-0.8718, -0.4906, 3.8945], [-1.2898, -0.8949, 4.9646], [-1.3190, -0.8334, 2.7285], [1.4548, 0.6310, 2.3492], [0.7412, 2.0255, 2.8665], [0.4622, 0.8037, 4.7700], [-4.1139, 1.1383, 2.0386], [-3.9908, -0.7405, 1.1514], [-4.9286, -1.7176, 1.4402], [-4.7822, -2.9452, 0.8135], [-3.7273, -3.1380, -0.0663], [-2.8439, -2.0950, -0.2724], [-2.9737, -0.9115, 0.3271], [-5.7309, -1.5269, 2.1367], [-5.4848, -3.7426, 1.0147], [-3.5771, -4.0815, -0.5710], [-1.9843, -2.1893, -0.9245]], "atomic_forces_ev_per_a": [[0.4, -0.1, -1.0], [0.0, 0.0, 0.0], [0.0, 0.0, 0.0], [0.0, -0.1, 0.0], [-0.1, -0.1, 0.3], [0.0, 0.0, -0.2], [0.0, 0.0, 0.0], [0.0, 0.0, 0.0], [0.1, -0.1, 0.0], [0.0, 0.0, 0.0], [0.0, -0.1, 0.1], [0.0, 0.0, -0.1], [0.0, 0.0, -0.1], [-0.1, 0.0, 0.0], [-0.1, 0.2, -0.2], [0.0, -0.2, 0.2], [0.0, 0.0, 0.0], [0.0, 0.0, 0.0], [0.0, 0.1, 0.0], [0.0, 0.0, 0.0], [-0.1, 0.0, 0.0], [0.0, 0.0, 0.0], [0.0, 0.1, 0.0], [0.1, 0.0, 0.0], [-0.1, 0.0, 0.0], [0.0, 0.0, 0.0], [0.0, 0.0, 0.0], [0.0, 0.0, 0.0], [0.0, 0.0, 0.0], [0.0, 0.0, 0.0], [0.0, 0.0, 0.0], [0.0, 0.1, -0.1], [0.0, 0.0, 0.0], [0.0, 0.0, 0.0], [0.0, 0.0, 0.0], [0.0, 0.0, 0.0], [0.0, 0.0, 0.0], [0.0, 0.0, 0.0], [0.0, 0.0, 0.0], [0.0, 0.0, 0.0], [0.0, 0.0, 0.0], [0.0, 0.0, 0.0], [0.0, 0.0, 0.0], [0.0, 0.0, 0.0], [0.0, 0.0, 0.0], [0.1, 0.0, 0.0], [0.0, 0.0, 0.0], [0.0, 0.0, 0.0], [0.0, 0.0, 0.0], [0.0, 0.0, 0.0], [0.0, 0.0, 0.0], [0.0, 0.0, 0.0], [0.0, 0.0, 0.0], [0.0, 0.0, 0.0], [0.0, 0.0, 0.0], [-0.1, 0.0, 0.0], [-0.1, 0.1, 0.1], [-0.2, -0.1, 0.0], [0.1, -0.1, 0.0], [0.0, 0.1, 0.0], [-0.1, -0.1, 0.1], [0.1, 0.0, -0.1], [-0.1, 0.1, 0.1], [0.1, 0.0, 0.0], [0.0, 0.2, 0.2], [-0.1, -0.1, 0.0], [0.0, 0.0, 0.0], [0.0, 0.1, 0.0], [0.0, 0.0, 0.0], [0.1, -0.1, 0.0], [-0.1, 0.1, 0.2], [0.0, 0.0, 0.0], [0.0, 0.0, 0.0], [0.0, 0.0, 0.0], [0.0, -0.1, 0.0]]}

=====

No. 2
{"formula": "C28H38N3O15P2S", "method": "ωB97M-V with the def2-TZVPD basis set", "charge": 1, "orbital_gap_ev": 6.89, "species": ["C", "C", "C", "C", "C", "N", "C", "N", "P", "P", "O", "O", "O", "N", "C", "O", "C", "C", "O", "C", "C", "C", "C", "C", "C", "S", "C", "O", "O", "H", "H", "H", "H", "H", "H", "H", "H", "H", "H", "H", "H", "H", "H", "H", "H", "H", "H", "H", "H", "H", "H", "H", "H", "H", "H", "H", "H", "H", "H", "C", "C", "C", "O", "C", "C", "C", "O", "O", "O", "H", "H", "H", "H", "C", "C", "C", "O", "C", "C", "C", "O", "O", "O", "H", "H", "H", "H"], "positions_angstrom": [[-2.6307, -1.4448, 2.5533], [-1.6260, -2.5242, 2.9729], [-0.6898, -3.0559, 1.8626], [-1.2986, -3.0238, 0.4701], [-2.4404, -4.0333, 0.3890], [-0.2039, -3.3542, -0.5387], [0.7900, -2.3486, -0.5175], [2.0423, -2.7144, -0.6028], [2.7972, -4.2991, -0.7950], [2.3032, -5.1008, 1.1895], [2.2724, -4.0337, 2.1910], [0.9522, -5.9461, 1.1124], [3.4725, -6.1658, 1.3404], [0.4500, -1.0189, -0.3899], [1.2624, -0.2807, 0.6229], [0.4265, 0.4596, 1.4389], [0.6375, 0.3081, 2.8376], [0.4355, -0.2876, -1.7022], [0.0057, 1.0108, -1.5056], [-1.3601, 1.1679, -1.2336], [-1.7087, 1.9451, -0.1499], [-3.0489, 2.1523, 0.1272], [-4.0242, 1.5856, -0.6801], [-3.6543, 0.8155, -1.7709], [-2.3175, 0.6091, -2.0639], [-0.7405, -3.5259, -2.1651], [-1.2475, -5.2136, -2.3075], [0.4727, -3.3594, -2.9263], [-1.8455, -2.6508, -2.4029], [-3.5461, -1.8707, 2.1437], [-2.9144, -0.8590, 3.4285], [-2.1973, -0.7499, 1.8311], [-0.9866, -2.0962, 3.7459], [-2.1332, -3.3712, 3.4360], [0.2646, -2.5280, 1.9177], [-0.4521, -4.1016, 2.0755], [-1.6842, -2.0380, 0.2123], [-3.0764, -3.8703, -0.4811], [-3.0480, -3.9669, 1.2863], [-2.0470, -5.0486, 0.3312], [2.7142, -1.9550, -0.6007], [1.8409, -4.9252, -1.6058], [0.9168, -6.5377, 0.3500], [3.7914, -6.2057, 2.2562], [1.9410, 0.4017, 0.0954], [1.8629, -0.9853, 1.2077], [0.5754, -0.7394, 3.1402], [-0.1282, 0.8866, 3.3428], [1.6285, 0.6793, 3.1150], [1.4538, -0.2297, -2.1019], [-0.1795, -0.8126, -2.4287], [-0.9340, 2.3858, 0.4594], [-3.3366, 2.7723, 0.9652], [-5.0737, 1.7475, -0.4683], [-4.4143, 0.3841, -2.4102], [-2.0408, 0.0268, -2.9305], [-2.2939, -5.2103, -2.6045], [-0.6231, -5.6343, -3.0920], [-1.1084, -5.7354, -1.3690], [3.7287, 4.5819, 3.6652], [3.6269, 5.0889, 4.9046], [2.3397, 5.0269, 5.7006], [2.3666, 5.4975, 6.8196], [1.1708, 4.4208, 5.0899], [1.2775, 3.9273, 3.8509], [2.5707, 3.9628, 3.0690], [2.5447, 3.4411, 1.9649], [0.2856, 3.3505, 3.1840], [4.6211, 5.6740, 5.5424], [4.6455, 4.6165, 3.0942], [0.2511, 4.3948, 5.6570], [0.6663, 3.1109, 2.3128], [4.2744, 5.9420, 6.4169], [0.7671, 4.7160, -4.5301], [0.6848, 3.4844, -4.0052], [0.0126, 2.3466, -4.7510], [-0.0043, 1.2431, -4.2322], [-0.5786, 2.6207, -6.0422], [-0.4997, 3.8559, -6.5590], [0.1949, 4.9830, -5.8323], [0.2251, 6.0592, -6.3968], [-1.0045, 4.2010, -7.7281], [1.1896, 3.2035, -2.8120], [1.2472, 5.5332, -4.0105], [-1.0682, 1.8071, -6.5583], [-0.7956, 5.1490, -7.8505], [1.0051, 2.2762, -2.5671]], "atomic_forces_ev_per_a": [[0.2, 0.0, 0.2], [0.1, 0.1, -0.2], [-0.1, -0.2, 0.2], [-0.5, -0.1, 0.0], [0.3, -0.2, -0.4], [-0.3, 0.8, -0.3], [-0.2, -0.1, 0.0], [-0.3, -0.1, 0.2], [0.7, 0.0, -0.2], [0.0, 0.0, 0.2], [-0.1, -0.1, -0.1], [0.1, 0.1, -0.1], [-0.2, 0.1, 0.1], [0.9, -0.1, 0.6], [0.3, 0.3, -0.1], [-0.3, 0.0, 0.0], [0.4, -0.2, 0.0], [-0.4, 0.1, -0.4], [0.1, -0.2, 0.6], [0.0, -0.1, -0.3], [0.1, 0.2, 0.1], [-0.2, 0.1, 0.0], [-0.1, 0.0, 0.1], [-0.2, 0.0, 0.0], [0.1, -0.1, 0.0], [0.4, 0.1, -0.5], [-0.1, 0.0, -0.1], [-0.2, 0.0, 0.1], [0.1, -0.2, 0.2], [0.0, 0.1, -0.2], [-0.1, 0.0, 0.0], [-0.1, 0.0, 0.0], [0.0, -0.2, 0.1], [-0.1, 0.1, 0.0], [-0.1, 0.1, -0.2], [0.1, 0.1, 0.1], [0.1, 0.0, 0.0], [-0.1, 0.1, 0.1], [0.0, 0.1, 0.0], [0.0, -0.1, 0.3], [0.0, 0.0, -0.1], [-0.2, 0.0, 0.1], [0.0, -0.2, 0.1], [0.1, -0.1, -0.1], [0.0, 0.0, 0.0], [-0.1, -0.1, 0.0], [-0.1, 0.0, 0.0], [0.0, 0.0, 0.0], [-0.1, 0.1, 0.1], [0.0, 0.1, 0.1], [0.0, -0.2, 0.1], [0.0, 0.0, 0.0], [0.0, 0.0, 0.0], [0.0, 0.0, 0.0], [0.0, 0.0, 0.0], [0.1, 0.0, 0.0], [0.0, -0.1, 0.1], [0.0, 0.0, 0.0], [0.0, 0.0, 0.0], [0.0, 0.0, -0.2], [0.0, 0.0, 0.0], [-0.2, -0.1, -0.1], [0.1, 0.0, 0.0], [0.0, 0.0, 0.1], [0.0, 0.0, 0.0], [0.2, 0.1, 0.1], [0.0, -0.1, 0.0], [-0.1, 0.1, 0.0], [0.1, 0.0, 0.0], [0.0, 0.0, 0.0], [0.0, 0.0, 0.0], [0.0, 0.0, 0.0], [0.0, 0.0, 0.0], [0.0, 0.1, 0.0], [0.0, 0.0, 0.0], [-0.1, 0.0, -0.2], [0.2, 0.0, 0.0], [0.0, -0.1, 0.0], [0.0, -0.1, 0.0], [0.1, 0.0, 0.1], [0.0, 0.0, 0.0], [0.0, 0.0, -0.1], [0.1, -0.1, 0.0], [0.0, 0.0, 0.0], [0.0, 0.0, 0.0], [0.0, 0.0, 0.0], [-0.3, 0.1, -0.2]]}

=====

No. 3
{"formula": "C28H38N9O3PS2TeTl", "method": "ωB97M-V with the def2-TZVPD basis set", "charge": -1, "orbital_gap_ev": 6.71, "species": ["Tl", "O", "C", "N", "C", "C", "C", "C", "C", "C", "N", "C", "C", "C", "C", "C", "N", "H", "H", "H", "H", "H", "H", "H", "H", "H", "H", "N", "C", "N", "C", "N", "N", "C", "N", "C", "C", "C", "C", "C", "N", "H", "H", "H", "H", "H", "H", "H", "H", "C", "Te", "C", "H", "H", "H", "H", "H", "H", "C", "C", "C", "O", "P", "S", "S", "O", "C", "C", "C", "H", "H", "H", "H", "H", "H", "H", "H", "H", "H", "H", "H", "H", "H"], "positions_angstrom": [[0.0054, 0.3094, 0.4751], [3.9987, -1.8067, -0.7039], [2.9592, -1.4034, -0.1468], [2.4386, -0.1941, -0.1914], [3.2410, 0.7856, -0.8722], [2.7995, 2.1879, -0.5721], [3.4380, 3.2790, -1.1690], [3.0159, 4.5568, -0.8610], [1.9958, 4.7255, 0.0654], [1.4210, 3.5895, 0.6061], [1.8021, 2.3636, 0.2844], [2.1944, -2.3593, 0.7289], [2.7044, -3.6453, 0.8928], [2.0495, -4.5365, 1.7163], [0.9018, -4.1070, 2.3688], [0.4635, -2.8103, 2.1484], [1.0914, -1.9569, 1.3541], [4.3057, 0.6799, -0.5940], [3.2267, 0.6229, -1.9641], [4.2431, 3.1132, -1.8715], [3.4783, 5.4163, -1.3263], [1.6533, 5.7100, 0.3449], [0.6242, 3.6483, 1.3342], [3.6035, -3.8919, 0.3510], [2.4242, -5.5433, 1.8526], [0.3638, -4.7604, 3.0414], [-0.4374, -2.4368, 2.6209], [-1.4262, -3.1250, -0.1580], [-0.4834, -2.8874, -1.0673], [0.1343, -3.9352, -1.6193], [0.9864, -3.6337, -2.5917], [1.6105, -4.6639, -3.2154], [1.2260, -2.4069, -3.0591], [0.5958, -1.4315, -2.4199], [-0.2604, -1.6090, -1.4230], [0.8422, -0.0618, -2.8857], [1.7316, 0.1608, -3.9383], [1.9737, 1.4605, -4.3454], [1.3074, 2.4903, -3.6968], [0.4356, 2.1661, -2.6672], [0.2072, 0.9288, -2.2613], [-1.5195, -4.0560, 0.2091], [-1.7794, -2.3519, 0.3923], [1.6197, -5.5330, -2.7086], [2.4371, -4.4248, -3.7359], [2.2057, -0.6886, -4.4038], [2.6701, 1.6709, -5.1471], [1.4593, 3.5213, -3.9842], [-0.1007, 2.9411, -2.1360], [-4.0678, -1.4456, -1.1802], [-2.8678, 0.1572, -1.9915], [-4.3616, 0.4752, -3.5671], [-3.8471, -2.3820, -1.6788], [-5.1183, -1.2082, -1.2966], [-3.8308, -1.5447, -0.1286], [-5.3435, 0.6331, -3.1368], [-4.4000, -0.3829, -4.2288], [-4.0845, 1.3484, -4.1447], [-5.4542, -1.0191, 5.8386], [-4.1931, -1.1997, 5.0028], [-3.1388, -2.0192, 5.7344], [-3.6316, 0.0714, 4.7026], [-3.2715, 0.4862, 3.1834], [-2.0390, 2.0194, 3.2819], [-2.8108, -1.1664, 2.1521], [-4.7972, 0.9172, 2.7513], [-5.1138, 1.3208, 1.4329], [-6.6138, 1.1017, 1.2537], [-4.7191, 2.7737, 1.2076], [-5.8687, -1.9929, 6.0982], [-6.1968, -0.4566, 5.2783], [-5.2225, -0.4783, 6.7544], [-4.4496, -1.7078, 4.0628], [-2.8282, -1.4957, 6.6355], [-2.2748, -2.1367, 5.0845], [-3.5291, -2.9991, 5.9999], [-4.5631, 0.6883, 0.7213], [-7.1536, 1.7194, 1.9703], [-6.8651, 0.0582, 1.4364], [-6.9191, 1.3725, 0.2447], [-5.2938, 3.4235, 1.8648], [-4.8848, 3.0619, 0.1721], [-3.6643, 2.8850, 1.4459]], "atomic_forces_ev_per_a": [[-0.3, 0.4, 0.7], [0.2, -0.2, 0.0], [0.0, 0.7, -0.2], [-0.1, 0.2, 0.1], [0.2, -0.6, -0.1], [0.2, 0.2, 0.0], [-0.1, 0.0, 0.0], [0.1, -0.1, 0.0], [-0.1, 0.0, -0.1], [0.0, 0.4, 0.0], [0.3, -0.1, 0.1], [0.2, -0.6, 0.2], [0.0, 0.1, -0.2], [-0.1, 0.1, 0.1], [0.1, -0.1, 0.0], [-0.1, -0.2, 0.4], [0.2, 0.0, -0.1], [-0.2, 0.1, -0.1], [0.1, 0.2, 0.2], [0.0, 0.0, -0.1], [0.1, 0.1, 0.0], [-0.1, 0.1, 0.1], [-0.2, 0.1, 0.1], [0.1, 0.0, 0.0], [0.0, 0.0, 0.0], [-0.1, 0.0, 0.0], [0.0, 0.0, 0.1], [-0.3, 0.0, 0.3], [0.3, 0.0, -0.8], [0.1, -0.3, 0.1], [-0.5, 0.2, 0.1], [0.2, -0.2, 0.0], [0.3, 0.1, -0.2], [-0.3, -1.0, 0.4], [0.1, 0.0, 0.0], [0.4, 0.6, -0.5], [-0.2, -0.1, 0.0], [-0.2, 0.1, 0.1], [0.0, -0.1, -0.1], [0.0, 0.2, -0.1], [0.3, -0.2, -0.3], [0.1, 0.0, 0.0], [0.0, 0.0, 0.0], [0.0, 0.0, 0.0], [0.0, 0.0, 0.0], [0.1, 0.0, 0.0], [0.0, 0.0, 0.0], [0.0, 0.0, 0.1], [0.0, 0.1, 0.1], [0.3, 0.1, -0.2], [-1.2, -0.3, -0.6], [0.3, 0.0, 0.4], [0.1, -0.1, -0.2], [-0.2, 0.2, 0.0], [-0.1, 0.1, 0.1], [-0.1, 0.1, 0.2], [0.1, -0.2, 0.0], [0.1, 0.2, -0.1], [0.2, 0.1, -0.2], [-0.3, -0.6, 0.1], [-0.1, 0.2, -0.3], [0.1, 0.2, -0.1], [-0.2, 0.3, 0.1], [-0.2, -0.5, -0.1], [0.0, 0.2, 0.2], [0.5, -0.2, 0.5], [-0.2, 0.2, -0.7], [0.4, -0.1, 0.1], [0.1, -0.2, 0.0], [0.0, -0.1, 0.0], [-0.1, 0.1, 0.0], [0.0, 0.1, 0.1], [0.0, 0.1, 0.2], [0.0, 0.0, 0.1], [0.1, -0.1, 0.0], [0.0, -0.1, 0.0], [-0.1, 0.0, 0.1], [-0.1, 0.1, 0.0], [0.0, -0.1, 0.0], [0.0, 0.0, -0.1], [-0.1, 0.1, 0.1], [-0.1, 0.0, -0.1], [0.0, 0.2, -0.1]]}

=====

It is found that the calculated total energy values, taken in the order of the records, are -2226.2033 -3463.3177 -3386.8082 a.u..